1.
2 unconnected molecules or ions with the total composition CH2FO2S in a non-equilibrium geometry, computed with the ωB97M-V functional and the def2-TZVPD basis.

The frontier orbital gap (alpha / beta) is 0.220 / 0.212 hartree. The total charge is -1. The value obtained for the energy relative to the best compared isomer or geometry (same formula, charge and spin) is 2.748 eV. For the largest force on an atom, the calculation gives 4.15 eV/Å. For the LUMO energy (alpha / beta), the calculation gives 1.58 / 1.56 eV.

Geometry (Å):
C (-0.0568, 0.5925, -0.1244)
O (-2.3213, 1.0921, 1.2004)
O (-2.5666, 0.7835, -1.1939)
F (-1.9511, -2.8515, 0.1241)
S (-1.8189, 0.4144, -0.0011)
H (0.0838, -0.1966, -0.7391)
H (0.4407, 0.4391, 0.7717)

2.
A single C4H9PS molecule in a non-equilibrium geometry, computed with the ωB97M-V functional and the def2-TZVPD basis.

The frontier orbital gap is 0.338 hartree. The value obtained for the energy relative to the best compared isomer or geometry (same formula, charge and spin) is 1.040 eV. For the largest force on an atom, the calculation gives 4.28 eV/Å. For the LUMO energy, the calculation gives 0.90 eV.

Geometry (Å):
S (-0.9593, -1.3902, 2.6499)
P (-1.1976, -0.3803, 1.0297)
C (-0.4543, -1.1598, -0.9460)
C (0.5645, -0.0286, -1.2181)
C (1.1583, 0.4550, 0.0663)
C (-0.1005, 1.0963, 0.8144)
H (-2.5749, 0.1141, 0.7331)
H (-1.3892, -1.3977, -1.4829)
H (0.1227, -2.0031, -0.6632)
H (0.2397, 0.7845, -1.8431)
H (1.4878, -0.4842, -1.6572)
H (1.6953, -0.2406, 0.6671)
H (1.6752, 1.3290, -0.2203)
H (0.2730, 1.4320, 1.7874)
H (-0.5407, 1.8737, 0.2829)

3.
2 unconnected molecules or ions with the total composition C8H19NSi in a non-equilibrium geometry, computed with the ωB97M-V functional and the def2-TZVPD basis.

The frontier orbital gap (alpha / beta) is 0.282 / 0.268 hartree. The value obtained for the energy relative to the best compared isomer or geometry (same formula, charge and spin) is 5.384 eV. For the largest force on an atom, the calculation gives 4.31 eV/Å. For the LUMO energy (alpha / beta), the calculation gives 0.28 / 0.66 eV.

Geometry (Å):
C (3.5483, 0.1805, 0.3722)
C (3.1243, 1.1360, -0.6729)
C (2.7383, -1.0618, 0.3943)
C (1.6083, 1.5852, -0.5516)
C (1.2758, -0.6222, 0.6068)
C (0.8305, 0.2713, -0.5277)
C (-3.1361, -2.1826, 0.0565)
C (-3.7550, -0.7834, 0.2344)
N (-3.2341, 2.0192, 0.3372)
Si (-2.7739, 0.6556, -0.5474)
H (4.6682, -0.0061, 0.0753)
H (3.6852, 0.6475, 1.3172)
H (3.7691, 2.1494, -0.6683)
H (3.1854, 0.6545, -1.6779)
H (2.8616, -1.6809, -0.5352)
H (3.0343, -1.6832, 1.2984)
H (1.5966, 2.0774, 0.4830)
H (1.2904, 2.1551, -1.4550)
H (0.6742, -1.6709, 0.5310)
H (1.3560, -0.0384, 1.5538)
H (0.8463, -0.1165, -1.5334)
H (-2.7102, -2.3885, -0.8747)
H (-2.2774, -2.3566, 0.8193)
H (-3.9471, -2.8115, 0.2330)
H (-3.7656, -0.6131, 1.3273)
H (-4.7461, -1.0179, 0.0269)
H (-3.6806, 2.8812, 0.0884)
H (-3.1124, 1.7587, 1.3314)
H (-2.9545, 0.8621, -2.0424)

4.
A gas-phase ion, Cl2H2O2P (charge +1) in a non-equilibrium geometry, computed with the ωB97M-V functional and the def2-TZVPD basis.

The frontier orbital gap is 0.405 hartree. The total charge is +1. The value obtained for the energy relative to the best compared isomer or geometry (same formula, charge and spin) is 1.830 eV. For the largest force on an atom, the calculation gives 7.33 eV/Å. For the LUMO energy, the calculation gives -5.47 eV.

Geometry (Å):
O (1.1111, 0.3415, -1.1602)
O (0.1342, -0.0185, 1.3469)
P (-0.5125, -0.1337, -0.0418)
Cl (-1.6385, 1.2890, -0.5177)
Cl (-1.0381, -1.9587, -0.3934)
H (1.7626, -0.4073, -0.9016)
H (0.1812, 0.8877, 1.6678)